Record 1
9 unconnected molecules or ions with the total composition C27H81O36P9 at a distorted geometry. Source: OMol25; level of theory: the ωB97M-V functional and the def2-TZVPD basis.

SMILES   COP(=O)(OC)OC.COP(=O)(OC)OC.COP(=O)(OC)OC.COP(=O)(OC)OC.COP(=O)(OC)OC.COP(=O)(OC)OC.COP(=O)(OC)OC.COP(=O)(OC)OC.COP(=O)(OC)OC
HOMO   -9.54 eV
LUMO   0.30 eV
HOMO-LUMO gap   9.8 eV
2S+1   1
E_tot   -186639.1368 eV

```
153
Properties=species:S:1:pos:R:3:forces:R:3
C -8.393 0.017 -1.145 0.3240 0.6011 0.6312
O -7.664 1.246 -1.328 2.6783 0.7321 -0.6355
P -6.002 1.426 -1.105 -2.7056 -0.0416 -0.7713
O -5.270 0.168 -0.916 -0.1855 0.7277 0.4203
O -5.524 2.303 -2.377 -2.4044 -0.7413 1.0599
C -4.177 2.577 -2.547 1.7983 -0.2918 -0.8036
O -6.026 2.494 0.084 1.3970 -2.0701 -0.4512
C -6.530 3.771 -0.111 -1.4188 1.1351 0.3268
H -9.193 0.313 -0.467 0.0422 -0.4164 0.2152
H -7.710 -0.705 -0.697 -0.3755 -0.2826 -0.1026
H -8.879 -0.342 -2.052 0.5143 0.1055 -0.2316
H -3.955 2.428 -3.604 0.0488 -0.0586 -0.0625
H -3.555 1.875 -1.992 0.1281 0.1620 0.1054
H -3.892 3.606 -2.328 -0.3175 0.0690 0.4237
H -6.144 4.369 0.715 0.0779 0.2612 -0.3869
H -7.616 3.730 -0.020 -0.1739 0.0432 0.1957
H -6.376 4.192 -1.104 0.6456 -0.0074 0.1115
C 7.049 0.149 -0.022 1.5435 -0.8263 -0.1061
O 6.141 0.959 0.700 -0.9946 2.5236 0.0487
P 6.098 2.599 0.545 1.0658 -1.0222 -1.0271
O 6.774 3.113 -0.699 -0.9991 -0.4631 2.4024
O 6.678 3.121 1.999 -0.7668 -0.6541 -2.0217
C 7.541 4.259 1.986 0.3337 0.5465 0.7027
O 4.514 2.882 0.610 1.7588 -1.0858 0.5120
C 3.961 4.088 0.168 -0.7051 1.2159 -0.6513
H 6.645 -0.821 -0.312 -0.7990 0.3411 0.0524
H 7.869 -0.117 0.645 0.1588 0.2127 0.1367
H 7.493 0.585 -0.917 -0.4200 0.4349 0.0819
H 8.573 3.956 2.163 0.0142 -0.1841 -0.4419
H 7.295 4.871 2.855 -0.3128 0.0056 -0.0394
H 7.443 4.871 1.090 0.0994 -0.2501 -0.0534
H 4.628 4.832 -0.267 0.6857 -0.3850 0.0847
H 3.474 4.600 0.998 -0.2581 -0.2478 0.0191
H 3.269 3.851 -0.641 -0.3342 -0.0280 0.2261
C -0.541 3.706 -2.125 -0.0570 -0.0343 -0.9496
O -1.032 2.581 -1.360 0.4523 1.3057 -0.4964
P 0.020 1.489 -0.916 -0.0099 -2.5161 0.6503
O 1.423 1.585 -1.411 -1.8615 0.1701 0.2962
O -0.816 0.134 -1.490 1.6485 2.2059 1.5232
C -1.895 -0.417 -0.717 -0.4110 -0.5422 -0.3182
O -0.088 1.504 0.713 -0.3212 -0.5774 -1.5311
C 0.781 2.279 1.553 0.5274 -0.0559 0.5543
H 0.508 3.561 -2.382 0.1198 0.2587 0.5064
H -0.767 4.670 -1.670 0.2236 -0.2987 0.5009
H -1.017 3.738 -3.105 -0.4539 -0.3324 0.0542
H -2.295 0.282 0.018 0.3220 -0.2319 0.2905
H -1.569 -1.391 -0.351 0.2064 0.2911 0.7510
H -2.746 -0.690 -1.341 0.1235 0.4637 -0.5627
H 1.329 1.648 2.252 -0.0388 -0.5820 -0.3995
H 0.213 2.902 2.244 -0.3783 0.3316 -0.6205
H 1.537 2.813 0.976 -0.2613 0.1966 -0.0814
C 4.225 1.125 -2.251 0.0781 0.7935 -0.5850
O 5.111 0.086 -2.714 -0.6085 -1.3206 -1.9561
P 4.605 -0.867 -3.998 -0.1988 0.4774 0.9203
O 5.446 -2.008 -4.393 0.1136 0.9977 0.6118
O 3.129 -1.346 -3.585 1.5024 1.4600 -0.5375
C 2.816 -1.634 -2.232 -1.1493 -1.4045 0.2771
O 4.355 0.201 -5.182 -0.3639 -0.6743 0.7572
C 3.833 -0.322 -6.413 0.2080 -0.0901 -1.5312
H 3.452 1.365 -2.981 -0.3364 -0.5715 0.1567
H 4.770 2.067 -2.204 0.5466 -0.1675 0.2293
H 3.801 0.921 -1.268 0.0209 -0.3396 -0.2587
H 3.570 -1.657 -1.445 0.5781 0.5595 -0.5585
H 2.522 -2.681 -2.315 -0.5646 0.0513 0.6047
H 1.996 -0.975 -1.946 -0.0057 -0.1970 0.1660
H 4.193 -1.322 -6.651 0.1558 -0.0751 0.4742
H 4.175 0.308 -7.235 0.2814 0.2336 0.2864
H 2.753 -0.313 -6.561 -0.1234 0.1367 0.9742
C -0.459 -1.734 2.775 0.3440 1.5025 0.5727
O 0.388 -2.280 1.764 1.5947 -0.6751 -0.4805
P 2.008 -2.170 1.785 1.1595 -0.3335 -0.7121
O 2.767 -2.849 0.673 -2.0647 1.1580 1.6466
O 2.530 -2.732 3.223 -0.8105 1.2847 -0.6371
C 2.285 -4.062 3.591 -0.0014 -1.7395 -0.0735
O 2.270 -0.572 1.907 -0.6855 -2.4319 0.1166
C 3.589 -0.097 1.711 0.8264 1.9811 -0.0761
H -1.072 -2.443 3.331 0.2851 -0.4662 -0.3833
H -1.106 -0.975 2.335 -0.1107 -0.2347 -0.3465
H 0.162 -1.149 3.452 -0.0423 -0.1645 0.3083
H 1.903 -4.160 4.608 -0.0547 0.4730 0.0005
H 3.174 -4.689 3.530 0.4477 0.4278 0.0681
H 1.609 -4.603 2.929 -0.4249 0.3916 -0.1617
H 4.271 -0.647 1.063 -0.5853 -0.4843 0.0693
H 4.095 0.150 2.645 -0.0828 -0.6818 0.3752
H 3.467 0.900 1.289 -0.0506 -0.1830 -0.4210
C -1.449 -6.033 1.921 0.5462 0.7513 1.3165
O -2.194 -5.424 0.869 -0.4540 -2.1385 -2.5034
P -2.029 -6.017 -0.668 1.1277 0.2534 0.3151
O -3.019 -5.555 -1.647 -0.1323 0.0042 0.7118
O -0.529 -5.517 -1.063 -1.3553 -2.6356 0.1151
C -0.249 -4.181 -1.355 0.2408 1.3751 0.3262
O -1.929 -7.633 -0.504 -0.2157 1.5355 0.6148
C -2.045 -8.530 -1.629 0.0220 0.4385 -0.0811
H -0.929 -6.984 1.810 -0.0500 0.0932 -1.1721
H -2.088 -6.231 2.781 -0.3245 0.4821 -0.1107
H -0.738 -5.246 2.172 0.2538 -0.3282 0.4742
H 0.387 -3.874 -0.524 -0.0651 0.7079 -0.2237
H -1.147 -3.573 -1.467 -0.1778 0.0143 0.4156
H 0.274 -4.007 -2.295 0.2185 -0.7269 -0.0370
H -1.013 -8.676 -1.948 -0.3442 -0.1911 -0.5908
H -2.737 -8.125 -2.367 0.5023 0.3470 -0.2709
H -2.513 -9.478 -1.362 0.3099 0.1023 0.7253
C -0.298 3.615 -6.314 -0.9491 0.1520 -0.9894
O 1.100 3.643 -6.103 0.8221 0.2437 0.3566
P 2.112 3.365 -7.325 0.5259 -1.0249 -0.6806
O 2.061 1.941 -7.815 0.1662 2.9990 0.7743
O 1.732 4.472 -8.449 0.5530 -0.9257 0.2710
C 1.911 5.875 -8.270 0.3308 0.6446 0.6445
O 3.529 3.954 -6.779 -2.3215 0.1002 -1.1512
C 4.236 3.394 -5.713 1.2604 -0.3853 1.3590
H -0.479 3.384 -7.364 -0.3148 -0.1637 0.0393
H -0.768 4.580 -6.126 0.4708 0.3552 0.0416
H -0.873 2.927 -5.696 0.7251 -0.4663 0.1417
H 2.943 6.226 -8.266 0.3639 -0.7315 0.1215
H 1.497 6.164 -7.304 -0.2519 0.2035 -0.1045
H 1.488 6.461 -9.086 -0.6294 -0.6028 0.0028
H 4.555 4.121 -4.966 -0.5844 0.7269 -0.1401
H 5.212 3.064 -6.069 -0.3166 -0.7627 -0.2059
H 3.682 2.651 -5.140 0.1272 -0.3293 -0.4751
C 1.101 3.611 6.747 -0.7194 1.5601 0.8492
O 0.576 2.355 6.446 -2.3457 -2.2055 -1.7145
P -0.827 2.120 5.597 -0.1632 0.7051 0.5829
O -1.035 3.022 4.460 0.4355 -0.3664 0.1753
O -2.043 2.237 6.666 2.0920 -0.1726 0.5368
C -3.371 1.879 6.384 -1.0698 0.4517 -1.2367
O -0.835 0.574 5.206 0.2375 2.4929 -0.9178
C -0.576 -0.387 6.152 0.8038 -2.1812 0.9610
H 0.999 3.691 7.829 0.4933 0.2976 0.0672
H 0.489 4.411 6.330 -0.0101 0.0213 -0.2124
H 2.126 3.784 6.418 -0.0304 -0.6016 -0.0464
H -3.567 1.879 5.311 0.2183 -0.0945 -0.2285
H -4.022 2.673 6.750 0.0763 -0.1710 0.4130
H -3.695 0.904 6.749 0.4424 0.0238 0.4169
H -1.503 -0.819 6.529 0.0183 0.0708 0.1637
H 0.089 -0.083 6.960 -0.2761 0.3853 0.1129
H -0.016 -1.167 5.636 -0.1667 -0.2548 0.0641
C -4.225 -2.887 0.802 -0.3546 -0.8390 -0.4873
O -4.816 -3.921 1.651 0.0119 0.5176 1.7723
P -4.690 -3.866 3.247 0.5542 0.0440 0.2465
O -3.295 -3.744 3.817 -2.3031 -0.1080 -0.9185
O -5.731 -2.687 3.724 1.2817 -2.0045 0.1701
C -5.686 -2.467 5.163 -0.3649 1.6808 -0.1804
O -5.505 -5.194 3.734 0.6888 1.4641 -1.0909
C -4.803 -6.319 4.187 1.3899 -0.4258 1.9049
H -3.504 -3.414 0.177 0.1507 0.2151 0.1732
H -3.767 -2.064 1.352 -0.1545 -0.1194 0.0814
H -5.036 -2.568 0.148 0.1353 0.3753 0.2217
H -5.255 -3.204 5.842 0.1526 -0.4411 -0.7206
H -6.695 -2.243 5.509 -0.1133 -0.2721 -0.2503
H -5.135 -1.531 5.258 0.2138 -0.1004 0.3513
H -4.645 -7.149 3.499 -0.7999 0.1606 -0.1909
H -5.202 -6.573 5.170 -0.9442 -0.7523 -0.4399
H -3.810 -6.102 4.579 0.4873 0.7192 -0.6936
```
Positions in Å, forces in eV/Å.

Mulliken population analysis, charges in e, atoms 1 to 8: -0.436 -0.426 0.774 -0.368 -0.366 -0.303 -0.137 -0.710

***

Record 2
2 unconnected molecules or ions with the total composition C3H5NO3S at a distorted geometry. Source: OMol25; level of theory: the ωB97M-V functional and the def2-TZVPD basis.

SMILES   O=C(O)CS.N=C=O
HOMO   -9.60 eV
LUMO   0.51 eV
HOMO-LUMO gap   10.1 eV
2S+1   1
E_tot   -21659.2139 eV

```
13
Properties=species:S:1:pos:R:3:forces:R:3
O 0.572 0.350 0.715 -0.5616 0.8954 0.2394
C -0.312 -0.306 0.220 1.0715 -1.6399 0.5789
O -0.029 -1.241 -0.677 -1.7354 -0.1449 -0.5960
C -1.729 -0.243 0.669 -1.8659 -0.2796 -1.3626
S -2.677 -0.111 -0.976 -0.3085 0.3390 0.0546
H 0.787 -1.030 -1.146 0.7490 -0.2186 0.1984
H -2.225 -1.070 1.191 0.9878 -0.1510 -0.1335
H -1.767 0.610 1.286 -0.4377 1.1823 0.5202
H -3.934 0.443 -0.763 1.1897 -0.3418 0.6371
N 3.134 1.140 0.171 0.5050 0.6124 0.2949
C 2.600 0.206 -0.331 2.3868 1.4121 0.3113
O 2.579 -0.757 -0.980 -1.3698 -1.9139 -1.0712
H 3.002 2.008 0.620 -0.6107 0.2486 0.3286
```
Positions in Å, forces in eV/Å.

Mulliken population analysis, charges in e, atoms 1 to 8: -0.598 0.570 -0.461 -0.433 -0.243 0.392 0.302 0.332